Record 1
One molecule with the formula C4H2Cl2F4O2 in a non-equilibrium geometry. Source: OMol25; level of theory: ωB97M-V/def2-TZVPD.

* HOMO-LUMO gap (spin up / spin down): 7.9 / 7.9 eV
* HOMO energy (spin up / spin down): -8.2 / -8.2 eV
* LUMO energy (spin up / spin down): -0.306 / -0.307 eV
* F_max: 4.88 eV Å⁻¹
* energy relative to the best compared isomer or geometry (same formula, charge and spin): 49.1 kcal per mole

Geometry as XYZ:
```
14
C4H2Cl2F4O2, DFT ωB97M-V/def2-TZVPD
C 0.451 -0.865 0.566
C -0.851 -0.628 -0.127
C -0.564 0.603 -1.045
C 0.409 1.378 -0.212
O 0.554 -0.651 1.915
O 1.441 -1.509 0.041
F -1.331 -1.715 -0.853
F -1.793 -0.401 0.779
F 0.071 0.059 -2.138
F -1.601 1.268 -1.555
Cl -0.425 2.229 1.054
Cl 1.589 2.183 -1.189
H -0.278 -0.503 2.389
H 2.329 -1.448 0.375
```

Record 2
One molecule with the formula C15H11NO4 in a non-equilibrium geometry. Source: OMol25; level of theory: ωB97M-V/def2-TZVPD.

* HOMO-LUMO gap: 8.5 eV
* HOMO energy: -8.5 eV
* LUMO energy: -0.038 eV
* F_max: 3.59 eV Å⁻¹
* energy relative to the best compared isomer or geometry (same formula, charge and spin): 0.0 kcal per mole
* structure (SMILES): CC1(C)Oc2ccc3ccc(=O)oc3c2-c2cnoc21

Geometry as XYZ:
```
31
C15H11NO4, DFT ωB97M-V/def2-TZVPD
C 2.228 2.301 2.063
C 1.086 1.316 1.886
C 0.389 1.044 3.190
O 0.164 1.938 0.952
C -0.425 1.147 -0.024
C -1.439 1.736 -0.773
C -2.130 1.015 -1.734
C -1.781 -0.291 -2.027
C -2.494 -0.999 -3.082
C -2.109 -2.304 -3.336
C -1.090 -2.949 -2.475
O -0.872 -4.112 -2.739
O -0.372 -2.217 -1.587
C -0.733 -0.918 -1.317
C -0.037 -0.158 -0.327
C 1.131 -0.720 0.423
C 1.939 -1.916 0.327
N 2.820 -1.890 1.273
O 2.744 -0.661 1.966
C 1.666 -0.015 1.445
H 2.913 1.990 2.840
H 1.829 3.301 2.339
H 2.779 2.329 1.106
H -0.155 1.953 3.476
H -0.363 0.269 3.073
H 1.102 0.735 3.976
H -1.767 2.766 -0.552
H -2.960 1.489 -2.245
H -3.320 -0.572 -3.604
H -2.556 -2.892 -4.109
H 1.814 -2.716 -0.405
```

Record 3
C26H58AlP4S as an isolated structure in a non-equilibrium geometry. Source: OMol25; level of theory: ωB97M-V/def2-TZVPD.

* HOMO-LUMO gap (spin up / spin down): 6.0 / 4.3 eV
* HOMO energy (spin up / spin down): -16.0 / -15.6 eV
* LUMO energy (spin up / spin down): -10.007 / -11.261 eV
* F_max: 2.76 eV Å⁻¹
* charge: +3
* energy relative to the best compared isomer or geometry (same formula, charge and spin): 7.2 kcal per mole

Geometry as XYZ:
```
90
C26H58AlP4S, DFT ωB97M-V/def2-TZVPD
Al -1.410 -1.709 -0.158
P 0.135 -2.880 1.207
P 2.732 -0.927 -1.174
P -2.803 -0.074 1.040
H 1.486 -0.261 -3.889
C 0.429 -0.241 -4.086
C -0.244 0.907 -4.257
H 0.201 1.890 -4.468
C -0.019 -4.540 0.441
C 1.844 -2.912 1.847
C -0.879 -3.066 2.723
C 3.626 0.000 -2.491
C 4.240 -1.015 -0.130
C 2.844 -2.659 -1.809
C -3.753 1.406 0.480
C -2.325 0.462 2.734
C -4.205 -1.226 1.302
H -0.116 -1.202 -4.028
H -1.334 0.921 -4.148
H 0.261 -5.304 1.179
H 0.639 -4.592 -0.437
H -1.055 -4.689 0.113
H 1.828 -3.461 2.802
H 2.203 -1.886 2.013
H 2.502 -3.431 1.135
H -0.274 -3.630 3.446
H -1.801 -3.608 2.480
H -1.139 -2.079 3.133
H 4.643 -0.390 -2.583
H 3.674 1.037 -2.140
H 3.120 -0.042 -3.456
H 5.062 -1.287 -0.799
H 4.140 -1.760 0.661
H 4.419 -0.018 0.289
H 3.714 -2.721 -2.477
H 1.929 -2.921 -2.358
H 2.980 -3.346 -0.960
H -4.790 1.102 0.287
H -3.374 1.892 -0.432
H -3.781 2.159 1.291
H -3.156 0.383 3.443
H -2.068 1.529 2.672
H -1.462 -0.068 3.152
H -4.806 -1.218 0.388
H -4.801 -0.826 2.134
H -3.921 -2.268 1.515
C -2.914 -1.701 -3.716
C -3.630 -2.909 -3.578
C -4.781 -3.123 -4.328
C -5.175 -2.148 -5.253
C -4.326 -1.085 -5.589
C -3.160 -0.868 -4.845
S -2.092 -1.195 -2.304
H -1.146 -2.708 -1.430
H -3.291 -3.579 -2.790
H -5.382 -4.019 -4.165
H -6.174 -2.211 -5.680
H -4.600 -0.442 -6.428
H -2.473 -0.054 -5.079
C 0.941 0.613 3.893
C 0.621 1.941 3.155
C 1.115 3.135 3.964
P 1.121 1.772 1.363
C 0.050 2.885 0.323
C -0.416 4.135 1.053
C 0.671 3.184 -1.063
C 2.850 2.433 1.305
C 2.944 3.946 1.314
C 3.748 1.820 2.405
H 2.016 0.551 4.133
H 0.661 -0.277 3.300
H 0.368 0.588 4.837
H -0.471 2.053 3.106
H 2.205 3.185 4.028
H 0.723 4.084 3.578
H 0.726 3.017 4.989
H -0.831 2.237 0.143
H 0.429 4.768 1.349
H -1.060 4.738 0.393
H -1.013 3.923 1.951
H 1.460 2.474 -1.344
H -0.112 3.102 -1.831
H 1.064 4.206 -1.109
H 3.210 2.047 0.337
H 2.437 4.377 2.178
H 4.003 4.221 1.374
H 2.548 4.401 0.410
H 3.532 0.764 2.624
H 4.795 1.883 2.067
H 3.674 2.400 3.335
```

Record 4
A 2-piece molecular cluster, C2H8N6 overall in a non-equilibrium geometry. Source: OMol25; level of theory: ωB97M-V/def2-TZVPD.

* HOMO-LUMO gap: 8.5 eV
* HOMO energy: -8.7 eV
* LUMO energy: -0.232 eV
* F_max: 8.78 eV Å⁻¹
* energy relative to the best compared isomer or geometry (same formula, charge and spin): 178.2 kcal per mole

Geometry as XYZ:
```
16
C2H8N6, DFT ωB97M-V/def2-TZVPD
C -0.082 -0.292 -0.921
C -0.804 -0.029 1.147
H 3.404 0.716 -1.735
H 1.225 0.144 -2.684
H 0.973 0.860 0.168
H -1.618 -1.000 -2.186
H 1.182 -0.635 1.107
H 0.082 -1.222 2.312
H -1.949 1.095 2.575
H -2.474 0.484 1.266
N 1.754 0.983 -1.996
N 1.170 0.240 -0.758
N -0.422 -1.018 -1.978
N -1.011 0.197 -0.069
N 0.396 -0.484 1.670
N -1.827 -0.039 2.082
```

Record 5
One molecule with the formula C10H12ClN3O in a non-equilibrium geometry. Source: OMol25; level of theory: ωB97M-V/def2-TZVPD.

* HOMO-LUMO gap (spin up / spin down): 7.7 / 7.7 eV
* HOMO energy (spin up / spin down): -8.0 / -8.0 eV
* LUMO energy (spin up / spin down): -0.305 / -0.312 eV
* F_max: 5.55 eV Å⁻¹
* energy relative to the best compared isomer or geometry (same formula, charge and spin): 99.6 kcal per mole

Geometry as XYZ:
```
27
C10H12ClN3O, DFT ωB97M-V/def2-TZVPD
C 4.193 0.593 0.292
C 3.250 1.223 -0.539
C 3.836 -0.610 0.906
C 1.986 0.707 -0.611
C 2.639 -1.240 0.723
C 1.715 -0.464 -0.023
C -2.305 -0.067 0.754
C -1.752 -0.658 -0.676
C -3.327 -0.719 1.632
C -2.601 -0.209 -1.811
N -1.836 1.077 1.006
N -0.446 -0.174 -0.818
N -0.825 1.593 0.353
O 0.462 -0.937 -0.006
Cl -1.158 3.085 -0.589
H 5.002 1.159 0.655
H 3.410 2.137 -1.068
H 4.610 -1.105 1.510
H 1.242 1.075 -1.433
H 2.416 -2.169 1.229
H -1.754 -1.687 -0.543
H -4.188 0.003 1.738
H -2.945 -1.019 2.641
H -3.453 -1.680 1.110
H -2.069 -0.231 -2.782
H -2.582 0.959 -1.777
H -3.522 -0.645 -1.873
```

Record 6
One molecule with the formula C4H8O2. Source: OMol25; level of theory: ωB97M-V/def2-TZVPD.

* HOMO-LUMO gap: 11.0 eV
* HOMO energy: -9.9 eV
* LUMO energy: 1.058 eV
* F_max: 0.92 eV Å⁻¹
* energy relative to the best compared isomer or geometry (same formula, charge and spin): 65.6 kcal per mole
* structure (SMILES): OCC[C@@H]1CO1

Geometry as XYZ:
```
14
C4H8O2, DFT ωB97M-V/def2-TZVPD
O -1.165 1.286 0.748
C -1.327 0.824 -0.575
C -0.214 -0.191 -1.018
C 0.805 -0.037 0.076
C 1.523 -1.014 0.878
O 0.222 -0.720 1.285
H -0.942 0.521 1.303
H -2.324 0.383 -0.699
H -1.269 1.723 -1.195
H 0.141 0.041 -2.033
H -0.583 -1.220 -1.017
H 1.162 1.000 0.147
H 2.247 -0.581 1.565
H 1.723 -2.015 0.535
```